{
  "formula": "C20H17FN2O4S",
  "method": "ωB97M-V/def2-TZVPD",
  "species": ["C", "O", "C", "C", "C", "C", "N", "C", "O", "C", "C", "C", "C", "C", "C", "C", "C", "N", "S", "O", "O", "C", "C", "C", "C", "F", "C", "C", "H", "H", "H", "H", "H", "H", "H", "H", "H", "H", "H", "H", "H", "H", "H", "H", "H"],
  "coordinates": [[-3.659590, -2.050667, 2.117834], [-3.289900, -0.772829, 1.624755], [-1.953123, -0.644922, 1.318814], [-1.153892, 0.170037, 2.107450], [0.185611, 0.344133, 1.823476], [0.757992, -0.313521, 0.735948], [2.117134, -0.116406, 0.489088], [2.889195, -0.618875, -0.522282], [2.484774, -1.370172, -1.385180], [4.311832, -0.171498, -0.464704], [5.286686, -1.057600, -0.914833], [6.621110, -0.698570, -0.895809], [6.993245, 0.557120, -0.444253], [6.026583, 1.454197, -0.020274], [4.690721, 1.094426, -0.026217], [-0.039428, -1.114364, -0.072331], [-1.392436, -1.277783, 0.201329], [-2.190799, -2.052905, -0.636338], [-3.639334, -1.428452, -1.280317], [-4.771360, -1.937371, -0.575975], [-3.542379, -1.734159, -2.678071], [-3.491933, 0.340913, -1.050388], [-2.426339, 0.990639, -1.642639], [-2.271084, 2.352135, -1.449596], [-3.202066, 3.017740, -0.668825], [-3.048856, 4.339437, -0.468088], [-4.283607, 2.374824, -0.089375], [-4.424494, 1.012253, -0.285807], [-3.199870, -2.228676, 3.096625], [-4.742414, -2.031407, 2.209292], [-3.375992, -2.845487, 1.426137], [-1.604991, 0.665866, 2.952599], [0.790909, 0.982144, 2.450534], [2.585850, 0.462927, 1.171584], [4.975850, -2.026771, -1.274350], [7.371607, -1.395224, -1.237764], [8.034688, 0.841849, -0.431936], [6.314124, 2.440305, 0.313390], [3.947562, 1.819038, 0.277467], [0.396506, -1.610900, -0.923851], [-1.673845, -2.482728, -1.391700], [-1.732683, 0.435062, -2.253201], [-1.450056, 2.895621, -1.888933], [-4.987240, 2.936788, 0.503578], [-5.234255, 0.453834, 0.153138]],
  "atomic_forces_ev_per_a": [[-0.068, -0.322, 0.270], [0.417, 0.223, -0.166], [0.129, -0.081, 0.164], [-0.113, -0.110, -0.148], [0.051, -0.071, -0.101], [-0.476, -0.101, -0.041], [0.279, 0.256, 0.217], [-0.024, 0.136, 0.172], [-0.049, -0.140, -0.071], [0.336, 0.048, -0.127], [-0.174, 0.007, 0.029], [0.016, -0.018, -0.005], [0.013, 0.056, 0.003], [0.092, 0.075, 0.050], [-0.085, -0.132, -0.019], [-0.042, -0.139, -0.098], [0.115, 0.551, 0.956], [-0.728, 0.015, -0.440], [0.187, 0.071, -0.423], [0.018, 0.242, 0.325], [0.228, 0.038, -0.181], [-0.144, -0.725, -0.070], [0.012, 0.166, -0.084], [-0.061, 0.058, 0.056], [-0.022, -0.165, -0.001], [-0.023, -0.123, -0.019], [0.094, 0.114, -0.091], [-0.022, 0.015, 0.007], [-0.037, 0.035, -0.067], [0.023, -0.080, 0.029], [-0.024, 0.028, 0.056], [-0.074, 0.045, 0.091], [0.076, 0.078, 0.073], [0.002, -0.175, -0.162], [-0.028, -0.073, -0.045], [0.055, -0.064, -0.021], [0.084, 0.024, -0.001], [0.019, 0.075, 0.013], [-0.061, 0.051, 0.022], [0.023, 0.004, -0.071], [-0.071, -0.007, -0.137], [0.147, -0.013, -0.074], [0.069, 0.060, -0.037], [-0.061, 0.060, 0.049], [-0.101, 0.006, 0.118]],
  "homo_lumo_gap_ev": 8.81,
  "spin_multiplicity": 1,
  "e_lumo_ha": 0.0133,
  "total_energy_ha": -1680.863369,
  "smiles": "COc1ccc(NC(=O)c2ccccc2)cc1NS(=O)(=O)c1ccc(F)cc1"
}

***

{
  "formula": "C2H2CuFMgO",
  "method": "ωB97M-V/def2-TZVPD",
  "species": ["H", "C", "C", "O", "Cu", "Mg", "F", "H"],
  "coordinates": [[-1.543196, 0.560625, -1.122763], [0.962818, 0.023974, 0.492417], [0.191005, -0.055829, -0.582392], [-1.165527, 0.203791, -0.290927], [0.828410, -1.460557, -2.519983], [-1.609194, 0.574548, 1.588582], [0.338030, 0.398828, 1.762248], [1.997653, -0.245380, 0.672818]],
  "atomic_forces_ev_per_a": [[-0.182, -0.360, 0.625], [0.334, -0.606, -0.916], [1.836, -1.490, -0.371], [-1.527, 1.059, -0.549], [-0.266, 0.995, 1.136], [0.832, -0.108, -0.269], [-0.761, 0.209, 0.341], [-0.266, 0.301, 0.001]],
  "homo_lumo_gap_ev": 6.54,
  "spin_multiplicity": 1,
  "e_lumo_ha": -0.4140,
  "total_charge": 2,
  "de_lowest_kcal_mol": 27.9,
  "total_energy_ha": -2092.325369
}

***

{
  "formula": "C9H14N3",
  "method": "ωB97M-V/def2-TZVPD",
  "species": ["C", "C", "C", "C", "C", "C", "C", "C", "C", "N", "N", "N", "H", "H", "H", "H", "H", "H", "H", "H", "H", "H", "H", "H", "H", "H"],
  "coordinates": [[0.510679, -0.266779, -2.139710], [-0.496861, -0.151750, -1.300874], [-2.117298, 0.199513, 1.716944], [1.928586, -0.334081, -1.702269], [-1.230158, -1.492870, 0.716130], [1.032077, -0.159846, 0.735530], [-0.443896, -0.234173, 0.226328], [-3.282249, 0.749232, 2.536364], [2.486593, 1.040090, -1.820701], [-2.098910, -1.144735, 1.624242], [-1.203117, 0.765564, 0.939430], [1.963630, -0.826811, -0.289043], [0.155853, -0.107783, -3.134035], [-1.423017, -0.051813, -1.836395], [2.424664, -0.982351, -2.317981], [-1.052594, -2.450133, 0.533562], [1.217949, -0.701988, 1.590581], [-3.011881, 0.508504, 3.529397], [-4.132553, 0.440338, 1.963177], [-3.184044, 1.900551, 2.556599], [1.975290, 1.637434, -1.179783], [2.607402, 1.457862, -2.777254], [3.626198, 1.059408, -1.447007], [-0.901136, 1.719721, 1.141540], [1.842346, -1.887727, -0.100475], [2.806451, -0.685375, 0.235703]],
  "atomic_forces_ev_per_a": [[-0.495, 0.198, 1.137], [-0.481, 0.037, 0.627], [-0.553, 0.592, -0.696], [-1.415, 0.809, 0.489], [-0.284, 6.245, 1.643], [-1.218, 1.600, -2.952], [0.906, -1.765, -0.353], [3.427, 3.652, -1.721], [5.119, -1.175, 1.221], [0.081, -1.931, -0.458], [-1.481, 0.547, 1.504], [-1.116, -2.460, 1.939], [0.911, -0.254, -0.944], [-0.809, 0.156, 0.651], [1.575, -1.952, -1.255], [0.892, -4.044, -1.163], [0.111, -1.172, 2.173], [-0.931, -1.096, 1.200], [-0.869, -0.449, 0.671], [-0.516, -1.644, -0.346], [-1.512, 2.144, 1.672], [-0.555, 0.158, -1.459], [-2.308, -0.192, -0.547], [0.122, -0.341, -0.687], [0.158, 1.717, -1.724], [1.240, 0.620, -0.622]],
  "homo_lumo_gap_ev": 6.65,
  "spin_multiplicity": 1,
  "e_lumo_ha": -0.1619,
  "total_charge": 1,
  "de_lowest_kcal_mol": 107.2,
  "total_energy_ha": -515.201042
}

***

{
  "formula": "C17H26ClO20",
  "method": "ωB97M-V/def2-TZVPD",
  "species": ["Cl", "O", "O", "O", "O", "C", "C", "O", "C", "O", "O", "H", "H", "H", "H", "C", "C", "O", "C", "O", "O", "H", "H", "H", "H", "C", "C", "O", "C", "O", "O", "H", "H", "H", "H", "C", "C", "O", "C", "O", "O", "H", "H", "H", "H", "C", "C", "O", "C", "O", "O", "H", "H", "H", "H", "C", "C", "O", "H", "H", "H", "H", "H", "H"],
  "coordinates": [[0.468297, -0.125863, -0.530983], [1.591417, -0.394573, -1.369033], [-0.310703, 0.868637, -1.157903], [-0.428583, -1.268973, -0.427833], [0.863367, 0.378477, 0.730137], [0.805277, -1.026913, -3.547143], [-0.588613, -0.863313, -3.025973], [-1.354113, -0.927553, -4.201143], [-0.594533, -1.228053, -5.303793], [-1.105663, -1.471603, -6.384833], [0.602197, -1.369093, -4.897533], [1.427327, -1.786603, -3.073823], [1.233357, -0.045503, -3.343003], [-0.622883, 0.067847, -2.460403], [-0.837713, -1.635683, -2.298303], [3.207497, 2.879647, -1.913363], [2.290437, 1.716387, -1.476443], [1.298857, 2.403417, -0.710263], [1.585687, 3.771127, -0.592513], [0.887517, 4.600677, -0.027883], [2.723317, 4.028687, -1.238913], [3.147847, 3.069697, -2.985003], [4.261247, 2.734147, -1.675583], [2.780997, 0.935057, -0.895943], [1.856697, 1.349107, -2.406533], [-2.517093, -2.474023, -1.354453], [-2.848173, -1.674803, -0.114073], [-2.294083, -2.463563, 0.881727], [-1.798063, -3.574783, 0.458617], [-1.150203, -4.373163, 1.173897], [-1.971613, -3.666463, -0.823673], [-1.714983, -2.071833, -1.973303], [-3.399203, -2.625373, -1.976603], [-3.927933, -1.529623, -0.080233], [-2.353283, -0.707713, -0.202973], [-0.692013, -1.324633, 2.122067], [0.508777, -2.128623, 1.755717], [0.736677, -2.871493, 2.972207], [0.273877, -2.063003, 3.958087], [0.553277, -2.123083, 5.138567], [-0.435443, -1.033793, 3.441457], [-1.614463, -1.874733, 1.936127], [-0.774123, -0.467313, 1.453957], [1.304387, -1.451413, 1.445087], [0.210777, -2.861353, 1.005787], [-1.351623, 1.783567, 1.536587], [-2.155933, 1.269297, 0.342937], [-2.802063, 0.135857, 0.839217], [-2.528053, -0.057433, 2.124867], [-2.991753, -0.983753, 2.817007], [-1.731323, 0.927217, 2.610247], [-1.600673, 2.799147, 1.844257], [-0.285393, 1.709277, 1.322757], [-1.560973, 1.104287, -0.555343], [-2.875163, 1.990067, -0.046033], [2.672817, 1.761347, 1.538767], [1.613427, 1.511687, 2.637327], [1.501057, 2.699117, 3.415447], [2.672177, 1.078447, 0.689207], [3.715217, 1.771117, 1.857207], [2.512577, 2.775827, 1.173737], [1.873717, 0.650277, 3.252397], [0.604987, 1.342257, 2.259927], [1.431307, 2.433967, 4.335467]],
  "atomic_forces_ev_per_a": [[-0.725, -1.852, 0.068], [-0.627, -3.067, 1.497], [1.692, 1.688, -1.874], [2.493, 0.580, 0.111], [0.110, -1.900, -1.531], [0.447, 0.171, 0.525], [0.666, -0.580, -0.362], [-1.557, 0.452, -0.789], [-4.296, -0.920, -0.327], [1.480, 0.805, 1.515], [3.850, -0.239, -1.351], [-0.216, 0.048, -0.313], [0.764, -0.298, -1.490], [-1.159, -0.657, -1.879], [1.732, 0.977, -1.865], [0.467, -0.231, -0.081], [1.405, 3.220, -1.222], [0.552, 2.908, -0.001], [-1.569, -0.103, 0.404], [1.585, -2.254, -1.221], [0.146, 0.667, 0.215], [-0.110, 0.000, -0.027], [-0.055, 0.037, 0.233], [0.200, 1.048, -0.556], [-0.013, 0.044, 0.523], [-0.794, -0.507, -0.401], [-0.400, -1.864, -5.346], [-3.480, -0.493, -0.288], [2.715, -3.578, 1.935], [-2.540, 1.907, -2.155], [0.022, -2.157, -1.874], [-2.634, -0.925, 1.034], [0.049, -0.603, -0.031], [0.134, -0.207, 0.817], [-0.155, -3.212, -1.660], [1.376, -0.978, -1.422], [-0.639, -1.368, -0.704], [0.214, 0.944, 0.654], [0.977, 0.852, 1.333], [-0.458, -0.517, -1.454], [0.627, -0.049, 2.287], [2.571, 0.535, 2.329], [0.772, -0.683, 1.235], [0.600, -0.905, 0.648], [1.093, 0.304, 0.286], [-0.430, 0.985, -0.445], [-1.229, 2.713, -0.020], [-1.918, 4.476, 4.851], [-2.649, -0.655, 3.985], [-0.138, 3.857, -1.903], [-0.971, 0.100, -0.018], [0.042, -0.013, -0.207], [-1.094, 0.548, -0.019], [-1.463, -0.474, 1.489], [-0.639, 0.182, 0.680], [0.663, 0.574, 0.378], [0.515, 0.331, 0.105], [0.461, 0.241, 0.584], [0.031, 0.350, 1.085], [-0.035, -0.079, 0.849], [0.029, -0.119, 0.169], [0.102, -0.066, 0.099], [1.491, -0.098, 0.872], [-0.080, 0.107, 0.038]],
  "homo_lumo_gap_ev": 8.74,
  "spin_multiplicity": 1,
  "e_lumo_ha": 0.0792,
  "total_charge": -1,
  "de_lowest_kcal_mol": 338.6,
  "total_energy_ha": -2627.734229
}